1.
ORCA calculation (ωB97M-V/def2-TZVPD) on a cluster of 2 separate species, C2H10NOS in total.

Structure (XYZ):
```
15
Properties=species:S:1:pos:R:3:mulliken_charge:R:1
C -0.73 0.08 -0.44 -0.427
C 0.35 1.03 0.03 -0.844
S 1.36 1.60 -1.37 -0.106
N -0.46 -1.30 0.04 -0.310
H -1.77 0.41 -0.19 0.354
H -0.97 0.14 -1.51 0.408
H -0.21 1.83 0.54 0.297
H 0.99 0.61 0.79 0.472
H 2.21 0.60 -1.24 0.134
H -0.22 -1.34 1.04 0.342
H -1.24 -1.94 -0.02 0.335
H 0.44 -1.66 -0.31 0.349
H -1.33 -1.22 2.84 0.332
H -1.53 -2.69 3.09 0.338
O -1.55 -2.03 2.37 -0.673
```

The spin multiplicity is 1. The total energy comes out at -610.107112 Eh. The calculation puts the LUMO energy at -3.6 eV. As for the net charge: +1. The strongest force on any atom comes out at 0.0392 Eh/bohr. The frontier orbital gap comes out at 9.501 eV.



2.
ORCA calculation (ωB97M-V/def2-TZVPD) on a cluster of 2 separate species, C2H10NOS in total.

Structure (XYZ):
```
15
Properties=species:S:1:pos:R:3:mulliken_charge:R:1
C 0.37 -0.25 0.39 -0.647
C 1.71 0.19 0.99 -0.659
S 2.09 -1.19 2.15 -0.180
N -0.48 0.82 -0.31 -0.231
H 0.51 -1.03 -0.36 0.356
H -0.21 -0.74 1.16 0.448
H 2.52 0.25 0.26 0.369
H 1.74 1.21 1.41 0.370
H 3.05 -1.64 1.30 0.179
H -1.40 0.39 -0.51 0.303
H -0.81 1.61 0.26 0.357
H 0.06 1.08 -1.13 0.353
H -3.80 -0.04 -1.77 0.336
H -2.51 -0.73 -2.10 0.336
O -2.84 0.09 -1.74 -0.689
```

The spin multiplicity is 1. The total energy comes out at -610.118615 Eh. The calculation puts the LUMO energy at -3.6 eV. As for the net charge: +1. The strongest force on any atom comes out at 0.0298 Eh/bohr. The frontier orbital gap comes out at 9.499 eV.



3.
ORCA calculation (ωB97M-V/def2-TZVPD) on a cluster of 2 separate species, C2H10NS in total.

Structure (XYZ):
```
14
Properties=species:S:1:pos:R:3:mulliken_charge:R:1
N -0.88 -0.87 -2.01 -0.462
H -1.79 -1.20 -2.38 0.404
H -1.05 0.10 -1.51 0.211
H -0.25 -0.68 -2.84 0.404
H -0.42 -1.47 -1.34 0.346
C 0.92 -0.30 1.42 -0.916
C -0.18 0.67 1.28 -0.324
S 0.05 1.64 -0.23 -0.323
H 1.85 0.21 1.44 0.348
H 0.95 -0.74 2.43 0.300
H 0.91 -1.09 0.68 0.179
H -0.28 1.42 2.12 0.326
H -1.20 0.33 1.26 0.328
H 1.35 1.98 -0.32 0.179
```

The spin multiplicity is 1. The total energy comes out at -534.865505 Eh. The calculation puts the LUMO energy at -4.0 eV. As for the net charge: +1. The strongest force on any atom comes out at 0.0494 Eh/bohr. The frontier orbital gap comes out at 9.360 eV.



4.
ORCA calculation (ωB97M-V/def2-TZVPD) on a cluster of 2 separate species, C2H10NS in total.

Structure (XYZ):
```
14
Properties=species:S:1:pos:R:3:mulliken_charge:R:1
N -0.27 -1.06 2.40 -0.467
H 0.21 -1.95 2.53 0.406
H -1.26 -1.19 2.62 0.369
H 0.18 -0.40 3.03 0.386
H -0.04 -0.74 1.36 0.128
C -0.65 1.89 -0.74 -1.095
C -0.06 0.74 -1.51 -0.208
S 0.66 -0.61 -0.48 -0.361
H 0.02 2.67 -0.39 0.328
H -1.27 1.53 0.09 0.288
H -1.39 2.39 -1.36 0.326
H -0.88 0.23 -2.02 0.274
H 0.67 0.91 -2.28 0.399
H 0.00 -1.68 -0.95 0.227
```

The spin multiplicity is 1. The total energy comes out at -534.878744 Eh. The calculation puts the LUMO energy at -3.7 eV. As for the net charge: +1. The strongest force on any atom comes out at 0.0347 Eh/bohr. The frontier orbital gap comes out at 10.160 eV.



5.
ORCA calculation (ωB97M-V/def2-TZVPD) on a structure of composition C2H10O2S.

Structure (XYZ):
```
15
Properties=species:S:1:pos:R:3:mulliken_charge:R:1
C 0.91 -0.38 1.64 -0.724
S -0.11 -1.51 0.51 0.097
C 0.47 -0.93 -0.99 -0.528
H 0.97 0.61 1.19 0.193
H 0.39 -0.37 2.62 0.302
H 1.86 -0.79 1.90 0.339
H 0.23 0.12 -1.39 -0.260
H 0.14 -1.80 -1.54 0.327
H 1.71 -1.02 -1.01 0.347
H -2.35 1.47 -0.60 0.193
H -0.53 1.74 -0.78 0.342
O -1.52 1.06 -0.92 -0.800
H 0.52 0.91 -1.80 0.642
H 0.19 3.31 -0.66 0.236
O 0.32 2.42 -0.31 -0.704
```

The spin multiplicity is 1. The total energy comes out at -630.602268 Eh. The calculation puts the LUMO energy at -2.3 eV. The strongest force on any atom comes out at 0.1252 Eh/bohr. The frontier orbital gap comes out at 6.534 eV.



6.
ORCA calculation (ωB97M-V/def2-TZVPD) on a cluster of 3 separate species, C2H10O2S in total.

Structure (XYZ):
```
15
Properties=species:S:1:pos:R:3:mulliken_charge:R:1
C 0.97 -0.17 -2.25 -0.939
C -0.21 -0.71 -1.42 -0.350
S 0.25 -1.67 0.01 0.271
H 0.58 -0.02 -3.25 0.306
H 1.38 0.76 -1.88 0.319
H 1.75 -0.92 -2.31 0.366
H -0.84 -1.38 -2.01 0.378
H -0.89 0.06 -1.05 0.360
H 0.40 -0.66 0.89 0.243
H -1.85 0.30 2.21 0.284
H -1.11 1.61 1.80 0.379
O -1.90 1.26 2.25 -0.606
H 0.30 3.00 0.60 0.332
H 1.20 2.38 1.69 0.317
O 0.61 2.15 0.96 -0.660
```

The spin multiplicity is 2. The total energy comes out at -630.517788 Eh. The calculation puts the LUMO energy (spin up / spin down) at -4.0 / -9.2 eV. As for the net charge: +1. The strongest force on any atom comes out at 0.0191 Eh/bohr. The frontier orbital gap (spin up / spin down) comes out at 10.526 / 5.282 eV.



7.
ORCA calculation (ωB97M-V/def2-TZVPD) on a cluster of 4 separate species, C2H10O4 in total.

Structure (XYZ):
```
16
Properties=species:S:1:pos:R:3:mulliken_charge:R:1
C 1.41 -0.76 1.83 -0.834
C 1.82 0.30 0.73 0.112
O 1.09 0.98 0.12 -0.493
H 1.06 -1.69 1.37 0.250
H 0.65 -0.20 2.34 0.253
H 2.21 -0.97 2.55 0.308
H 2.95 0.30 0.53 0.306
O -1.48 1.88 0.31 -0.656
H -0.58 1.59 0.00 0.503
H -1.24 2.63 0.85 0.275
O -2.46 0.16 -1.87 -0.623
H -3.03 -0.35 -1.24 0.312
H -2.73 1.06 -1.66 0.290
O 0.42 -1.64 -1.92 -0.571
H -0.12 -1.77 -1.22 0.277
H 0.04 -1.52 -2.74 0.288
```

The spin multiplicity is 1. The total energy comes out at -383.119117 Eh. The calculation puts the LUMO energy at 0.8 eV. As for the SMILES: CC=O.O.O.O. The strongest force on any atom comes out at 0.0965 Eh/bohr. The frontier orbital gap comes out at 10.953 eV.



8.
ORCA calculation (ωB97M-V/def2-TZVPD) on a cluster of 2 separate species, C2H11N2 in total.

Structure (XYZ):
```
15
Properties=species:S:1:pos:R:3:mulliken_charge:R:1
N 1.36 -0.03 1.76 -0.902
H 0.96 -0.03 2.69 0.258
H -0.01 0.40 0.55 0.375
H 1.86 -0.92 1.77 0.268
H 2.09 0.63 1.56 0.264
C -1.54 -0.71 -0.26 -0.794
N -0.60 0.48 -0.31 0.001
C 0.35 0.44 -1.49 -0.875
H -2.56 -0.36 -0.16 0.335
H -1.21 -1.47 0.44 0.298
H -1.45 -1.21 -1.23 0.339
H -1.12 1.36 -0.24 0.383
H 0.05 0.98 -2.38 0.313
H 1.16 1.04 -1.06 0.340
H 0.66 -0.59 -1.64 0.398
```

The spin multiplicity is 1. The total energy comes out at -192.058973 Eh. The calculation puts the LUMO energy at -3.1 eV. As for the net charge: +1. The strongest force on any atom comes out at 0.0436 Eh/bohr. The frontier orbital gap comes out at 12.282 eV.



9.
ORCA calculation (ωB97M-V/def2-TZVPD) on a cluster of 2 separate species, C2H11N2O in total.

Structure (XYZ):
```
16
Properties=species:S:1:pos:R:3:mulliken_charge:R:1
C -0.04 -1.53 0.06 -0.565
N 1.21 -0.86 0.19 -0.411
C -1.23 -0.70 0.65 -0.566
N -1.30 0.75 0.23 -0.318
H -0.01 -2.55 0.53 0.362
H -0.14 -1.83 -1.05 0.321
H 1.86 -1.20 0.86 0.177
H 1.69 -0.57 -0.63 0.203
H -1.20 -0.77 1.81 0.320
H -2.02 -1.16 0.21 0.391
H -1.65 0.92 -0.78 0.387
H -2.07 1.28 0.72 0.381
H -0.32 1.08 0.34 0.324
H 1.10 2.66 -0.39 0.347
H 2.02 1.45 -0.95 0.342
O 1.12 1.85 -0.98 -0.696
```

The spin multiplicity is 1. The total energy comes out at -267.274047 Eh. The calculation puts the LUMO energy at -3.5 eV. As for the net charge: +1. The strongest force on any atom comes out at 0.0605 Eh/bohr. The frontier orbital gap comes out at 9.990 eV.



10.
ORCA calculation (ωB97M-V/def2-TZVPD) on a structure of composition C2H11N4.

Structure (XYZ):
```
17
Properties=species:S:1:pos:R:3:mulliken_charge:R:1
C 0.72 0.43 -0.51 -0.286
C -0.79 -0.22 -0.37 -0.420
N 1.03 1.48 0.50 -0.571
N 1.55 -0.78 -0.25 -0.425
N -1.96 0.51 -0.16 -0.501
N -0.62 -1.24 0.66 -0.444
H 0.76 0.80 -1.53 0.468
H -0.82 -0.62 -1.45 0.427
H 0.97 2.42 0.07 0.287
H 0.50 1.38 1.35 0.212
H 2.30 -0.64 0.36 0.280
H 1.84 -1.28 -1.13 0.324
H -2.05 0.93 0.81 0.263
H -2.04 1.09 -1.00 0.272
H 0.66 -1.38 0.41 0.487
H -0.78 -0.85 1.69 0.352
H -1.26 -2.03 0.54 0.274
```

The spin multiplicity is 1. The total energy comes out at -301.550139 Eh. The calculation puts the LUMO energy at -3.1 eV. As for the net charge: +1. The strongest force on any atom comes out at 0.0590 Eh/bohr. The frontier orbital gap comes out at 10.385 eV.



11.
ORCA calculation (ωB97M-V/def2-TZVPD) on a cluster of 2 separate species, C2H11N4OP in total.

Structure (XYZ):
```
19
Properties=species:S:1:pos:R:3:mulliken_charge:R:1
C 2.81 0.60 0.64 -0.618
C 0.79 1.63 -0.06 -1.023
N 0.42 -2.09 -1.67 -0.598
N -3.49 0.27 1.30 -0.661
N -0.13 -1.32 -0.60 -0.031
N 1.59 0.54 0.28 -0.007
O 1.69 -2.25 1.00 -0.526
P 0.62 -1.24 0.92 0.349
H 3.36 1.53 0.61 0.229
H 3.49 -0.10 0.86 0.373
H -3.95 -0.36 1.85 0.219
H 1.31 2.53 0.06 0.430
H 0.34 1.57 -1.05 0.283
H 0.01 1.83 0.64 0.298
H 1.25 -1.70 -2.03 0.255
H 0.83 -2.95 -1.33 0.269
H -2.71 0.56 1.76 0.207
H -4.18 1.10 1.42 0.251
H -1.18 -1.32 -0.62 0.301
```

The spin multiplicity is 3. The total energy comes out at -718.229039 Eh. The calculation puts the LUMO energy (spin up / spin down) at 0.8 / -2.8 eV. The strongest force on any atom comes out at 0.1114 Eh/bohr. The frontier orbital gap (spin up / spin down) comes out at 6.041 / 7.070 eV.



12.
ORCA calculation (ωB97M-V/def2-TZVPD) on a cluster of 2 separate species, C2H11N4P in total.

Structure (XYZ):
```
18
Properties=species:S:1:pos:R:3:mulliken_charge:R:1
H -3.52 -1.93 1.36 0.227
N -3.58 -1.20 0.77 -0.635
P -2.48 -0.09 0.85 0.682
N -1.71 0.17 2.32 -0.560
N -2.33 1.11 -0.11 -0.587
H -2.92 0.90 -0.90 0.273
H -1.59 -0.76 2.89 0.277
H -0.84 0.64 2.30 0.305
C 0.60 -1.05 -0.07 -0.857
N 1.13 0.26 -0.12 -0.183
C 1.57 0.74 -1.41 -1.110
H 1.14 -1.86 -0.77 0.266
H 0.44 -1.49 0.97 0.296
H -0.35 -0.97 -0.56 0.287
H 1.95 0.41 0.52 0.233
H 2.40 0.36 -1.94 0.388
H 0.78 0.80 -2.17 0.316
H 1.79 1.74 -1.23 0.383
```

The spin multiplicity is 1. The total energy comes out at -643.115981 Eh. The calculation puts the LUMO energy at 0.4 eV. As for the SMILES: [H]/N=P(\N)=N/[H].CNC. The strongest force on any atom comes out at 0.0898 Eh/bohr. The frontier orbital gap comes out at 9.400 eV.



13.
ORCA calculation (ωB97M-V/def2-TZVPD) on the ion C2H11N5 with charge +2.

Structure (XYZ):
```
18
Properties=species:S:1:pos:R:3:mulliken_charge:R:1
C -1.04 0.84 -1.04 -0.863
N -0.56 0.41 0.26 -0.256
N -1.65 -0.14 1.04 -0.287
C 0.79 -0.80 -0.04 0.681
N 0.40 -1.99 -0.38 -0.319
N 1.95 -0.30 -0.12 -0.525
N 2.22 1.04 0.32 -0.040
H -0.52 0.35 -1.80 0.367
H -2.13 0.49 -1.20 0.307
H -1.00 1.86 -1.31 0.301
H -1.70 0.39 1.83 0.307
H -2.54 -0.14 0.54 0.384
H -1.64 -1.08 1.44 0.338
H 0.93 -2.84 -0.23 0.283
H -0.52 -2.23 -0.62 0.217
H 2.99 1.53 -0.37 0.444
H 1.38 1.49 0.51 0.323
H 2.64 1.12 1.17 0.337
```

The spin multiplicity is 1. The total energy comes out at -355.778305 Eh. The calculation puts the LUMO energy at -7.7 eV. As for the SMILES: CN([NH3+])/C(N)=N\[NH3+]. As for the net charge: +2. The strongest force on any atom comes out at 0.0943 Eh/bohr. The frontier orbital gap comes out at 11.066 eV.



14.
ORCA calculation (ωB97M-V/def2-TZVPD) on a cluster of 3 separate species, C2H11NO2 in total.

Structure (XYZ):
```
16
Properties=species:S:1:pos:R:3:mulliken_charge:R:1
C -0.75 -1.35 0.75 -0.763
N -1.30 -0.88 -0.51 -0.399
C -1.49 0.59 -0.46 -0.686
H -1.50 -1.24 1.55 0.304
H 0.10 -0.74 1.13 0.187
H -0.61 -2.43 0.69 0.345
H -0.71 -1.11 -1.29 0.227
H -0.61 1.19 -0.18 0.162
H -1.88 0.98 -1.39 0.320
H -2.18 0.70 0.38 0.326
O 1.46 0.12 -1.65 -0.626
H 1.93 0.48 -0.90 0.319
H 1.18 -0.77 -1.64 0.280
O 1.75 1.35 1.21 -0.620
H 2.56 1.01 1.62 0.304
H 2.04 2.11 0.69 0.320
```

The spin multiplicity is 1. The total energy comes out at -287.991924 Eh. The calculation puts the LUMO energy at 0.4 eV. As for the SMILES: CNC.O.O. The strongest force on any atom comes out at 0.0552 Eh/bohr. The frontier orbital gap comes out at 9.013 eV.